16
Properties=species:S:1:pos:R:3 method="wB97M-V/def2-TZVPD" multiplicity=3 relative_energy_ev=0.426 homo_lumo_gap_ev="5.44 / 8.15" e_lumo_ev="0.378 / -1.891" s_squared=2.007
C -1.055 1.840 -0.007
C 0.321 1.336 -0.102
C 0.030 -0.169 0.123
C 0.904 -0.813 1.198
C 0.146 -0.939 -1.188
N -1.349 -0.028 0.680
O -1.835 2.686 -0.159
Br -2.732 -0.960 -0.065
H 0.794 1.597 -1.054
H 0.913 1.778 0.705
H 0.558 -1.826 1.386
H 0.833 -0.253 2.126
H 1.944 -0.851 0.881
H -0.482 -0.492 -1.957
H -0.171 -1.970 -1.045
H 1.181 -0.936 -1.524



19
Properties=species:S:1:pos:R:3 method="wB97M-V/def2-TZVPD" relative_energy_ev=3.687 homo_lumo_gap_ev="7.44 / 5.36" e_lumo_ev="-2.340 / -3.722"
C 0.134 0.534 -2.273
C -0.697 1.139 -1.359
C 0.122 -1.378 0.812
C 0.668 0.061 0.658
C -0.389 1.021 0.052
N -1.013 1.928 0.945
O -0.498 2.034 2.058
O -1.958 2.603 0.554
O -1.836 1.712 -1.770
O 1.907 0.044 -0.094
Br -3.518 -0.008 0.516
H 0.095 0.550 -3.301
H 1.122 0.023 -1.865
H -0.393 -1.884 0.025
H -0.736 -1.332 1.416
H 0.973 -1.932 1.135
H 0.758 0.373 1.654
H -2.395 1.990 -0.967
H 2.526 0.763 -0.034



15
Properties=species:S:1:pos:R:3 method="wB97M-V/def2-TZVPD" relative_energy_ev=5.276 homo_lumo_gap_ev="6.91 / 7.84" e_lumo_ev="0.163 / 0.262"
C -0.992 1.200 -0.828
C -0.384 0.438 -1.888
C 0.511 -0.661 2.320
C 0.956 0.310 -2.062
C -0.413 -1.326 1.229
Cl 2.093 0.787 -0.969
Cl -1.647 -0.321 0.553
H -1.870 1.874 -0.910
H -0.481 1.709 -0.046
H -1.060 -0.005 -2.559
H 1.246 -0.161 1.743
H 0.944 -1.466 2.917
H -0.153 -0.155 2.996
H 1.389 -0.221 -2.941
H -0.139 -2.004 0.447



18
Properties=species:S:1:pos:R:3 method="wB97M-V/def2-TZVPD" smiles="C=C[Si@](C)(CCl)C(Cl)(Cl)Cl" relative_energy_ev=2.260 homo_lumo_gap_ev=10.29 e_lumo_ev=0.416
C -0.434 2.591 -0.162
C 0.433 1.655 0.197
Si 0.197 -0.150 -0.018
C 1.817 -1.172 0.456
C -0.563 -0.614 -1.731
Cl 0.512 -0.222 -3.078
C -1.154 -0.803 1.383
Cl -2.797 -0.491 0.818
Cl -0.809 0.020 2.866
Cl -1.050 -2.568 1.536
H -0.175 3.669 -0.397
H -1.432 2.374 -0.484
H 1.474 1.800 0.591
H 2.588 -1.348 -0.298
H 2.195 -0.497 1.255
H 1.505 -2.276 0.741
H -0.675 -1.746 -1.715
H -1.633 -0.223 -1.961



15
Properties=species:S:1:pos:R:3 method="wB97M-V/def2-TZVPD" smiles=ClC1[C@@H]2CNC[C@@H]12 relative_energy_ev=3.130 homo_lumo_gap_ev=9.84 e_lumo_ev=1.025
Cl 0.906 -1.481 1.662
C -0.478 -0.546 0.983
C -0.712 -0.382 -0.476
C -0.021 -0.126 -1.773
N -0.271 1.359 -1.861
C -0.536 1.972 -0.490
C -0.073 0.737 0.311
H -1.424 -0.592 1.584
H -1.752 -0.152 -0.642
H -0.423 -0.633 -2.698
H 1.051 -0.360 -1.756
H 0.480 1.814 -2.422
H 0.081 2.843 -0.356
H -1.596 2.184 -0.385
H 1.001 0.624 0.118



15
Properties=species:S:1:pos:R:3 method="wB97M-V/def2-TZVPD" smiles=CC[C@](C)(Cl)C#N relative_energy_ev=3.513 homo_lumo_gap_ev=11.00 e_lumo_ev=0.351
C -0.966 0.192 1.354
C -0.286 1.075 0.130
C 0.351 0.120 -0.770
C 1.315 -0.860 0.019
Cl 1.474 0.820 -2.210
C -0.556 -0.449 -1.738
N -1.492 -1.103 -2.168
H -0.181 -0.325 1.974
H -1.866 1.013 1.737
H -1.455 -0.837 0.807
H -1.092 1.704 -0.574
H 0.301 1.956 0.546
H 1.601 -1.775 -0.709
H 2.104 -0.368 0.529
H 0.747 -1.166 1.075